1.
{"formula": "C22H39BN5O3PtS3", "method": "wB97M-V/def2-TZVPD", "s_squared": 2.006, "multiplicity": 3, "e_above_lowest_kj_mol": 15.3, "gap_ev": [8.208, 7.925], "total_charge": 1, "e_homo_ev": [-9.905, -11.208], "max_force_ev_per_a": 0.8, "elements": ["Pt", "C", "S", "O", "C", "C", "C", "C", "C", "C", "H", "H", "H", "H", "H", "H", "H", "H", "C", "C", "C", "O", "B", "O", "C", "C", "C", "H", "H", "H", "H", "H", "H", "H", "H", "H", "H", "H", "H", "C", "C", "C", "N", "N", "C", "N", "S", "H", "H", "H", "H", "H", "H", "H", "C", "C", "N", "C", "S", "N", "C", "C", "H", "H", "H", "H", "H", "H", "H", "H", "H", "H", "H", "H"], "xyz": [[-0.546, -0.505, -0.894], [2.751, -1.995, 0.589], [2.499, -1.768, -1.195], [1.860, -0.408, -1.313], [4.231, -1.533, -1.628], [4.961, -2.642, -2.027], [6.303, -2.489, -2.341], [6.890, -1.233, -2.270], [6.140, -0.126, -1.892], [4.800, -0.274, -1.568], [3.287, -1.125, 0.964], [3.317, -2.909, 0.768], [1.760, -2.061, 1.039], [4.485, -3.614, -2.091], [6.891, -3.343, -2.648], [7.936, -1.111, -2.518], [6.602, 0.851, -1.850], [4.190, 0.574, -1.281], [-2.372, -1.985, 3.758], [-1.134, -1.241, 3.274], [0.080, -1.738, 4.052], [-0.924, -1.589, 1.887], [-0.752, -0.460, 1.139], [-0.833, 0.683, 1.912], [-1.283, 0.331, 3.243], [-2.725, 0.820, 3.358], [-0.412, 1.067, 4.249], [-2.180, -3.056, 3.702], [-3.237, -1.762, 3.136], [-2.596, -1.728, 4.793], [0.175, -2.812, 3.888], [-0.043, -1.559, 5.120], [0.999, -1.261, 3.712], [-3.338, 0.394, 2.564], [-2.736, 1.904, 3.245], [-3.157, 0.566, 4.325], [0.646, 0.886, 4.061], [-0.650, 0.755, 5.265], [-0.593, 2.139, 4.164], [-4.887, -4.999, -1.012], [-4.416, -3.762, -0.235], [-3.775, -2.765, -1.136], [-2.539, -2.440, -1.123], [-2.182, -1.515, -2.073], [-3.182, -1.148, -2.837], [-3.074, -0.309, -3.880], [-4.677, -1.926, -2.403], [-5.310, -5.736, -0.331], [-4.049, -5.453, -1.541], [-5.649, -4.730, -1.744], [-3.678, -4.038, 0.517], [-5.265, -3.298, 0.273], [-2.219, 0.210, -3.996], [-3.898, 0.008, -4.356], [-0.363, 4.700, -3.961], [0.845, 3.885, -3.505], [0.857, 3.659, -2.060], [0.199, 2.681, -1.429], [-0.745, 1.547, -2.311], [0.276, 2.600, -0.110], [1.043, 3.469, 0.770], [0.269, 4.725, 1.165], [-0.359, 4.806, -5.045], [-0.342, 5.699, -3.523], [-1.284, 4.203, -3.658], [1.768, 4.406, -3.755], [0.856, 2.914, -3.995], [1.262, 4.388, -1.496], [-0.253, 1.864, 0.339], [1.995, 3.723, 0.299], [1.263, 2.879, 1.658], [0.040, 5.349, 0.300], [0.852, 5.317, 1.870], [-0.672, 4.445, 1.637]]}



2.
{"formula": "C22H39Cl26N2", "method": "wB97M-V/def2-TZVPD", "gap_ev": 9.282, "total_charge": 1, "e_homo_ev": -11.922, "max_force_ev_per_a": 1.7, "elements": ["C", "C", "C", "C", "C", "C", "C", "N", "C", "C", "N", "H", "H", "H", "H", "H", "H", "H", "H", "H", "H", "H", "H", "H", "C", "Cl", "Cl", "H", "H", "C", "Cl", "Cl", "H", "H", "C", "Cl", "Cl", "H", "H", "C", "Cl", "Cl", "H", "H", "C", "Cl", "Cl", "H", "H", "C", "Cl", "Cl", "H", "H", "C", "Cl", "Cl", "H", "H", "C", "Cl", "Cl", "H", "H", "C", "Cl", "Cl", "H", "H", "C", "Cl", "Cl", "H", "H", "C", "Cl", "Cl", "H", "H", "C", "Cl", "Cl", "H", "H", "C", "Cl", "Cl", "H", "H"], "xyz": [[-0.005, -2.684, 2.810], [0.700, -3.599, 2.049], [2.089, -3.610, 2.009], [2.790, -4.603, 1.117], [2.437, -4.204, -0.372], [3.811, -3.887, -1.018], [4.654, -4.915, -0.301], [4.291, -4.594, 1.140], [2.733, -2.660, 2.789], [1.942, -1.782, 3.528], [0.620, -1.754, 3.548], [-1.075, -2.716, 2.762], [0.144, -4.327, 1.469], [2.457, -5.598, 1.398], [1.843, -4.977, -0.851], [1.834, -3.303, -0.350], [3.755, -4.032, -2.089], [3.992, -2.857, -0.712], [5.717, -4.945, -0.495], [4.097, -5.831, -0.485], [4.768, -3.707, 1.341], [4.729, -5.352, 1.661], [3.808, -2.592, 2.834], [2.450, -1.040, 4.134], [-1.695, 0.753, 0.491], [-2.772, 1.627, 1.582], [-1.044, -0.698, 1.288], [-2.250, 0.461, -0.393], [-0.872, 1.396, 0.224], [-2.806, 3.598, -2.349], [-1.311, 3.079, -1.552], [-3.627, 2.243, -3.129], [-3.460, 4.027, -1.598], [-2.560, 4.334, -3.101], [-3.902, 5.268, 1.993], [-3.010, 5.951, 0.624], [-3.922, 6.353, 3.384], [-4.924, 5.090, 1.682], [-3.426, 4.338, 2.281], [8.756, -6.294, -0.821], [8.361, -4.771, -0.003], [7.310, -7.243, -1.190], [9.266, -6.063, -1.748], [9.396, -6.876, -0.169], [6.346, -0.666, 1.170], [7.885, 0.156, 1.268], [6.276, -2.083, 2.260], [5.566, 0.023, 1.471], [6.187, -1.004, 0.153], [4.626, 2.972, 3.092], [3.900, 1.366, 2.870], [6.168, 3.141, 2.245], [3.933, 3.713, 2.710], [4.795, 3.121, 4.151], [-3.184, -3.353, 5.853], [-4.494, -2.591, 4.953], [-1.680, -3.375, 4.903], [-3.010, -2.789, 6.762], [-3.463, -4.372, 6.088], [-3.434, 7.555, -4.361], [-1.870, 7.219, -3.607], [-4.178, 6.103, -5.050], [-4.099, 7.961, -3.608], [-3.283, 8.273, -5.158], [-3.564, -0.787, -6.067], [-4.650, 0.025, -4.931], [-2.817, -2.221, -5.354], [-4.136, -1.087, -6.936], [-2.783, -0.090, -6.349], [-0.332, 3.816, 3.105], [-0.355, 5.564, 2.851], [1.319, 3.205, 3.300], [-0.896, 3.583, 4.003], [-0.779, 3.335, 2.244], [-0.897, 0.204, 5.927], [-1.324, 1.454, 4.753], [-0.981, 0.795, 7.590], [-1.591, -0.619, 5.813], [0.113, -0.124, 5.720], [-4.936, 4.003, -8.128], [-3.386, 4.851, -8.130], [-4.948, 2.606, -7.042], [-5.706, 4.695, -7.808], [-5.138, 3.654, -9.133], [-8.139, 0.984, -5.719], [-8.672, 1.956, -7.094], [-9.194, -0.405, -5.436], [-7.139, 0.623, -5.922], [-8.143, 1.608, -4.833]]}



3.
{"formula": "C22H39N2O5P", "method": "wB97M-V/def2-TZVPD", "e_above_lowest_kj_mol": 67.3, "smiles": "CO[C@H](COCCC[C@@H](C)CCC=C(C)C)P(=O)(O)O.c1cc[nH]c1.c1cc[nH]c1", "gap_ev": 7.725, "e_homo_ev": -7.223, "max_force_ev_per_a": 2.3, "elements": ["C", "O", "C", "C", "O", "C", "C", "C", "C", "C", "C", "C", "C", "C", "C", "C", "P", "O", "O", "O", "H", "H", "H", "H", "H", "H", "H", "H", "H", "H", "H", "H", "H", "H", "H", "H", "H", "H", "H", "H", "H", "H", "H", "H", "H", "H", "H", "H", "H", "C", "C", "C", "N", "C", "H", "H", "H", "H", "H", "C", "C", "C", "N", "C", "H", "H", "H", "H", "H"], "xyz": [[-2.010, -0.899, 4.434], [-2.760, -1.492, 3.394], [-3.111, -0.655, 2.294], [-2.760, 0.805, 2.410], [-3.169, 1.394, 1.182], [-2.571, 2.676, 1.026], [-1.569, 2.845, -0.141], [-0.090, 2.931, 0.304], [0.759, 1.598, 0.200], [1.436, 1.401, 1.582], [-0.015, 0.319, -0.129], [1.053, -0.760, -0.492], [0.481, -1.864, -1.385], [-0.681, -2.510, -1.033], [-0.735, -3.440, 0.157], [-1.922, -2.274, -1.820], [-4.929, -0.942, 1.998], [-5.107, -1.783, 0.812], [-5.494, -1.712, 3.275], [-5.740, 0.416, 1.859], [-1.044, -0.527, 4.103], [-1.793, -1.694, 5.139], [-2.563, -0.147, 4.990], [-2.639, -1.073, 1.416], [-3.232, 1.296, 3.261], [-1.685, 0.959, 2.474], [-3.397, 3.353, 0.812], [-2.135, 3.037, 1.954], [-1.821, 3.829, -0.531], [-1.757, 2.147, -0.945], [-0.084, 3.362, 1.299], [0.402, 3.671, -0.324], [1.567, 1.741, -0.511], [0.812, 1.805, 2.374], [1.599, 0.355, 1.824], [2.391, 1.915, 1.646], [-0.655, 0.389, -0.999], [-0.526, -0.071, 0.739], [1.843, -0.281, -1.066], [1.486, -1.173, 0.421], [1.005, -2.099, -2.302], [-1.348, -4.299, -0.089], [0.268, -3.720, 0.444], [-1.197, -2.949, 1.013], [-2.552, -1.528, -1.344], [-1.702, -1.940, -2.831], [-2.509, -3.191, -1.878], [-5.007, -2.552, 3.294], [-5.767, 0.572, 0.900], [4.227, -5.102, -3.969], [3.433, -6.216, -3.589], [2.535, -5.777, -2.652], [2.758, -4.444, -2.450], [3.784, -4.023, -3.250], [5.029, -5.093, -4.687], [3.511, -7.224, -3.961], [1.760, -6.296, -2.115], [2.246, -3.861, -1.810], [4.109, -2.997, -3.239], [3.627, 4.578, -0.477], [3.392, 4.369, -1.861], [3.664, 5.545, -2.506], [4.052, 6.457, -1.562], [4.037, 5.875, -0.324], [3.510, 3.857, 0.315], [3.060, 3.457, -2.330], [3.616, 5.810, -3.547], [4.310, 7.408, -1.750], [4.316, 6.432, 0.554]]}



4.
{"formula": "C22H39N3O7", "method": "wB97M-V/def2-TZVPD", "e_above_lowest_kj_mol": 0.0, "smiles": "COCc1ccc2c(c1)C(=O)NC2=O.COCCNCCOC.COCCNCCOC", "gap_ev": 8.328, "e_homo_ev": -8.568, "max_force_ev_per_a": 0.9, "elements": ["C", "O", "C", "C", "C", "C", "C", "C", "C", "C", "O", "N", "C", "O", "H", "H", "H", "H", "H", "H", "H", "H", "H", "C", "O", "C", "C", "N", "C", "C", "O", "C", "H", "H", "H", "H", "H", "H", "H", "H", "H", "H", "H", "H", "H", "H", "H", "C", "O", "C", "C", "N", "C", "C", "O", "C", "H", "H", "H", "H", "H", "H", "H", "H", "H", "H", "H", "H", "H", "H", "H"], "xyz": [[2.134, -1.350, 0.217], [1.576, -0.374, 1.080], [0.987, 0.731, 0.444], [-0.497, 0.548, 0.215], [-1.169, 1.469, -0.598], [-2.533, 1.366, -0.842], [-3.195, 0.322, -0.235], [-2.540, -0.585, 0.579], [-1.179, -0.493, 0.816], [-3.542, -1.559, 1.081], [-3.344, -2.591, 1.660], [-4.844, -1.101, 0.665], [-4.635, -0.044, -0.287], [-5.466, 0.367, -1.046], [1.965, -1.110, -0.834], [3.207, -1.425, 0.397], [1.680, -2.321, 0.421], [1.485, 0.971, -0.499], [1.098, 1.583, 1.120], [-0.609, 2.285, -1.038], [-3.066, 2.059, -1.475], [-0.681, -1.209, 1.453], [-5.411, -0.823, 1.458], [3.549, 6.964, 5.056], [3.954, 7.405, 3.776], [5.211, 6.897, 3.347], [5.045, 5.955, 2.176], [4.384, 4.723, 2.583], [4.003, 3.843, 1.485], [2.971, 4.348, 0.481], [1.673, 4.513, 1.019], [1.430, 5.754, 1.656], [2.649, 7.517, 5.317], [3.319, 5.893, 5.073], [4.317, 7.169, 5.808], [5.728, 6.399, 4.173], [5.820, 7.748, 3.030], [6.033, 5.709, 1.776], [4.493, 6.496, 1.394], [3.557, 4.957, 3.117], [3.608, 2.924, 1.926], [4.909, 3.567, 0.935], [2.879, 3.583, -0.294], [3.297, 5.265, -0.025], [2.000, 6.563, 1.193], [1.660, 5.721, 2.725], [0.367, 5.972, 1.552], [-3.580, -6.982, -4.891], [-4.154, -6.290, -3.802], [-4.073, -6.975, -2.558], [-3.152, -6.255, -1.599], [-1.766, -6.338, -2.041], [-0.840, -5.504, -1.285], [-1.029, -3.994, -1.342], [-0.769, -3.425, -2.612], [-1.860, -3.412, -3.512], [-3.819, -6.420, -5.792], [-2.491, -7.061, -4.806], [-3.997, -7.989, -4.986], [-3.744, -8.007, -2.709], [-5.079, -6.998, -2.129], [-3.237, -6.719, -0.612], [-3.509, -5.220, -1.512], [-1.719, -6.077, -3.018], [0.167, -5.722, -1.650], [-0.873, -5.816, -0.236], [-0.296, -3.546, -0.666], [-2.015, -3.678, -0.979], [-2.814, -3.310, -2.988], [-1.893, -4.310, -4.135], [-1.731, -2.553, -4.171]]}



5.
{"formula": "C22H40AsF3IrS2Si4Te", "method": "wB97M-V/def2-TZVPD", "s_squared": 0.765, "multiplicity": 2, "e_above_lowest_kj_mol": 199.4, "gap_ev": [6.135, 5.585], "e_homo_ev": [-6.940, -6.887], "max_force_ev_per_a": 1.6, "elements": ["Ir", "C", "Si", "C", "C", "Si", "Te", "Si", "C", "C", "C", "Si", "C", "C", "C", "H", "H", "H", "H", "H", "H", "H", "H", "H", "H", "H", "H", "H", "H", "H", "H", "H", "H", "H", "H", "H", "H", "H", "H", "H", "H", "H", "S", "C", "C", "As", "C", "C", "S", "H", "H", "H", "H", "H", "H", "H", "H", "H", "F", "C", "F", "F", "C", "C", "C", "C", "C", "C", "C", "C", "H", "H", "H", "H"], "xyz": [[-0.061, 0.149, -0.300], [-4.061, -6.819, -0.247], [-3.330, -5.124, 0.116], [-4.712, -4.019, 0.737], [-2.079, -5.287, 1.496], [-2.386, -4.316, -1.856], [-1.502, -1.886, -0.999], [-3.823, -3.451, -3.481], [-4.723, -4.886, -4.300], [-5.102, -2.292, -2.750], [-2.902, -2.497, -4.800], [-0.377, -5.266, -2.572], [0.491, -4.191, -3.832], [-0.773, -6.921, -3.375], [0.796, -5.559, -1.145], [-4.536, -7.252, 0.637], [-3.288, -7.514, -0.585], [-4.812, -6.761, -1.039], [-5.131, -4.419, 1.663], [-5.522, -3.931, 0.010], [-4.338, -3.011, 0.939], [-2.562, -5.648, 2.407], [-1.613, -4.323, 1.715], [-1.279, -5.985, 1.240], [-5.314, -5.448, -3.573], [-4.012, -5.585, -4.749], [-5.397, -4.541, -5.088], [-5.705, -2.776, -1.979], [-5.776, -1.930, -3.531], [-4.614, -1.427, -2.293], [-2.193, -3.129, -5.339], [-2.336, -1.674, -4.359], [-3.603, -2.081, -5.527], [-0.116, -4.038, -4.726], [1.432, -4.656, -4.137], [0.717, -3.207, -3.414], [-1.434, -6.790, -4.236], [-1.280, -7.589, -2.674], [0.133, -7.425, -3.722], [1.007, -4.627, -0.615], [1.743, -5.960, -1.513], [0.389, -6.267, -0.420], [-0.219, -0.595, 2.888], [-0.243, -0.035, 1.427], [-4.166, 3.366, 0.460], [-2.809, 2.050, 0.842], [-3.840, 0.483, 1.241], [-2.017, 2.740, 2.449], [-1.591, 2.061, -0.889], [-4.868, 3.464, 1.288], [-4.698, 3.071, -0.443], [-3.675, 4.320, 0.277], [-4.628, 0.785, 1.931], [-3.220, -0.291, 1.689], [-4.271, 0.111, 0.314], [-2.796, 2.831, 3.205], [-1.612, 3.722, 2.210], [-1.221, 2.092, 2.806], [8.747, -2.358, -2.744], [8.507, -1.148, -2.195], [8.880, -0.238, -3.120], [9.348, -1.016, -1.156], [7.070, -0.987, -1.803], [6.707, -0.759, -0.486], [5.371, -0.600, -0.157], [4.384, -0.664, -1.143], [4.767, -0.902, -2.469], [6.099, -1.059, -2.796], [3.008, -0.467, -0.810], [1.841, -0.259, -0.542], [7.465, -0.696, 0.282], [5.078, -0.419, 0.868], [4.006, -0.955, -3.235], [6.391, -1.229, -3.824]]}



6.
{"formula": "C22H40BI2N3O13", "method": "wB97M-V/def2-TZVPD", "gap_ev": 7.572, "e_homo_ev": -8.173, "max_force_ev_per_a": 1.0, "elements": ["C", "O", "C", "C", "C", "C", "C", "C", "N", "C", "C", "O", "O", "C", "B", "N", "O", "N", "C", "I", "C", "C", "I", "H", "H", "H", "H", "H", "H", "H", "H", "H", "H", "H", "H", "H", "H", "H", "H", "H", "H", "H", "H", "H", "H", "C", "O", "C", "O", "O", "C", "H", "H", "H", "H", "H", "H", "C", "O", "C", "O", "O", "C", "H", "H", "H", "H", "H", "H", "C", "O", "C", "O", "O", "C", "H", "H", "H", "H", "H", "H"], "xyz": [[1.773, 1.319, 0.427], [2.134, 0.800, -0.843], [3.260, -0.053, -0.815], [3.499, -0.599, -2.212], [2.285, -1.332, -2.794], [1.837, -2.561, -1.994], [0.665, -2.274, -1.038], [-0.484, -1.561, -1.661], [-0.650, -0.253, -1.560], [-1.794, 0.148, -2.194], [-2.198, 1.619, -2.231], [-3.330, 1.824, -1.782], [-1.306, 2.345, -2.660], [-2.373, -0.960, -2.721], [-3.744, -0.916, -3.509], [-3.810, -0.240, -4.794], [-4.857, -1.430, -2.889], [-1.516, -2.024, -2.382], [-1.632, -3.436, -2.686], [-3.360, -4.252, -1.753], [-1.385, -3.717, -4.186], [-0.390, -4.865, -4.408], [-3.114, -4.061, -5.400], [1.869, 0.562, 1.211], [0.732, 1.641, 0.381], [2.379, 2.195, 0.662], [3.088, -0.866, -0.098], [4.152, 0.488, -0.482], [3.735, 0.223, -2.887], [4.355, -1.275, -2.179], [2.501, -1.628, -3.820], [1.481, -0.601, -2.842], [1.574, -3.390, -2.650], [2.662, -2.910, -1.370], [0.307, -3.211, -0.606], [0.985, -1.662, -0.198], [-0.020, 0.403, -1.120], [-3.724, -0.844, -5.605], [-4.724, 0.198, -4.866], [-5.388, -1.955, -3.497], [-0.827, -3.917, -2.146], [-0.974, -2.795, -4.587], [0.204, -5.062, -3.518], [0.279, -4.601, -5.225], [-0.896, -5.776, -4.715], [-2.904, -0.382, 1.896], [-1.788, -1.154, 2.372], [-2.130, -2.258, 3.042], [-3.248, -2.632, 3.269], [-1.007, -2.871, 3.419], [-1.213, -4.078, 4.159], [-2.486, 0.475, 1.375], [-3.505, -0.962, 1.200], [-3.517, -0.038, 2.726], [-1.757, -4.805, 3.561], [-1.759, -3.875, 5.078], [-0.221, -4.453, 4.392], [-0.404, 0.214, 4.847], [0.548, 1.285, 4.773], [1.771, 0.915, 4.417], [2.130, -0.205, 4.155], [2.543, 2.002, 4.390], [3.899, 1.754, 4.014], [-1.346, 0.672, 5.136], [-0.512, -0.273, 3.885], [-0.107, -0.510, 5.605], [3.949, 1.337, 3.010], [4.376, 1.075, 4.718], [4.394, 2.720, 4.037], [1.990, 7.264, 3.288], [1.249, 6.208, 2.673], [0.920, 6.441, 1.399], [1.203, 7.430, 0.775], [0.235, 5.396, 0.950], [-0.188, 5.499, -0.419], [2.181, 6.938, 4.306], [2.931, 7.427, 2.766], [1.411, 8.185, 3.297], [0.674, 5.583, -1.077], [-0.845, 6.355, -0.551], [-0.727, 4.582, -0.640]]}